Entry 1:
Molecular formula: C22H22AuCl5N3O3
Method: DFT, the ωB97M-V functional and the def2-TZVPD basis

HOMO level   -0.141 Eh
HOMO-LUMO gap   6.11 eV
Total charge   -1

Each line ends with the Mulliken charge.
Geometry (Å):
Au (3.595, -0.311, -1.330)  0.43
Cl (1.811, 6.361, 0.506)  -0.24
Cl (5.877, 3.912, -2.111)  -0.23
Cl (-1.557, -4.531, -4.650)  -0.24
Cl (4.524, 6.545, -1.066)  -0.24
Cl (0.510, 3.564, 1.021)  -0.23
O (0.672, 0.206, 1.611)  -0.69
O (4.464, 1.517, -1.494)  -1.12
O (2.044, 1.312, -0.077)  -0.47
N (2.594, -2.105, -1.030)  -0.63
N (1.872, -2.711, 1.007)  -1.20
N (0.866, -2.153, 0.287)  1.17
C (4.380, 3.829, -1.229)  0.21
C (2.016, 3.667, 0.149)  0.81
C (-1.758, -3.186, -3.562)  0.29
C (-2.056, 1.279, 2.501)  -1.76
C (-0.406, -1.851, 0.909)  -1.57
C (-1.038, -2.020, -3.774)  -0.51
C (3.830, 2.568, -1.021)  0.43
C (-2.637, -3.294, -2.501)  -0.90
C (-1.205, -0.957, -2.902)  -0.32
C (2.886, -2.659, 0.187)  -0.17
C (2.587, 2.464, -0.286)  -0.63
C (-1.555, -0.165, 2.406)  1.59
C (-2.078, -1.038, -1.817)  0.47
C (-0.819, -0.481, 3.715)  -1.83
C (-0.939, 0.438, -0.082)  -1.30
C (-2.791, -2.218, -1.637)  -0.08
C (-2.211, 0.130, -0.877)  -1.58
C (2.591, 4.923, -0.075)  -0.26
C (3.780, 5.007, -0.768)  0.37
C (-2.764, -1.113, 2.325)  -1.69
C (-0.562, -0.330, 1.193)  2.61
C (1.299, -1.810, -0.910)  -0.32
H (-2.744, 1.532, 1.696)  0.26
H (-2.414, 1.022, -1.478)  0.37
H (-3.269, -1.091, 1.362)  0.17
H (-1.219, 1.976, 2.475)  0.19
H (-0.409, -2.426, 1.830)  0.44
H (-0.355, -1.950, -4.608)  0.43
H (-3.192, -4.210, -2.351)  0.41
H (-2.486, -2.148, 2.532)  0.30
H (-0.022, 0.235, 3.893)  0.36
H (-1.531, -0.436, 4.542)  0.49
H (0.690, -1.343, -1.663)  0.66
H (-2.586, 1.418, 3.445)  0.54
H (-3.083, -0.003, -0.239)  0.51
H (-3.494, -0.821, 3.081)  0.53
H (-0.955, 1.488, 0.197)  0.28
H (1.150, 0.645, 0.871)  0.29
H (-0.373, -1.476, 3.712)  0.33
H (3.868, -3.011, 0.444)  0.48
H (-0.635, -0.048, -3.058)  0.39
H (-3.478, -2.304, -0.804)  0.39
H (-1.207, -2.214, 0.262)  0.38
H (-0.082, 0.374, -0.758)  0.65

***

Entry 2:
Molecular formula: C3H5N2P
Method: DFT, the ωB97M-V functional and the def2-TZVPD basis

HOMO level (spin up / spin down)   -0.325 / -0.322 Eh
HOMO-LUMO gap (spin up / spin down)   6.71 / 6.61 eV

Each line ends with the Mulliken charge.
Geometry (Å):
P (0.350, -1.209, 2.791)  0.06
N (1.526, -0.288, -0.155)  -0.60
N (-0.597, 0.481, 0.677)  -0.48
C (0.288, 0.001, -0.349)  0.56
C (-0.575, -0.086, 1.823)  -0.09
C (-0.300, 0.236, -1.766)  -0.81
H (1.964, -0.295, 0.690)  0.20
H (-1.407, 0.305, 2.397)  0.35
H (0.161, -0.466, -2.462)  0.31
H (-0.033, 1.271, -2.040)  0.24
H (-1.375, 0.050, -1.608)  0.27

***

Entry 3:
Molecular formula: C25H25N3O5S5Ti
Method: DFT, the ωB97M-V functional and the def2-TZVPD basis

HOMO level   -0.490 Eh
HOMO-LUMO gap   6.17 eV
Total charge   +2

Each line ends with the Mulliken charge.
Geometry (Å):
Ti (-0.359, -0.567, 0.368)  -0.41
S (0.524, 2.609, -0.440)  -0.23
S (-2.313, 1.766, 0.329)  0.39
S (-0.410, -2.646, -1.403)  0.30
S (-3.014, -1.381, 0.423)  0.31
S (-0.902, 0.387, -2.328)  0.37
O (-0.149, 0.466, 5.152)  -0.49
O (-0.408, -4.121, 3.758)  -0.53
O (-0.445, 0.183, 2.024)  -0.64
O (-0.651, -2.159, 1.348)  -0.08
O (-0.468, -2.331, 6.169)  -0.43
N (1.068, 1.014, -0.039)  0.32
N (1.676, -1.436, 0.571)  0.61
N (3.303, 1.701, 0.231)  0.05
C (2.013, 3.514, -0.715)  1.09
C (4.388, 3.745, -0.498)  -0.64
C (-2.023, -3.427, -1.119)  -1.07
C (-3.214, -2.491, -0.989)  -0.66
C (-0.308, -0.526, 4.509)  -0.14
C (3.117, -3.139, 1.437)  -1.03
C (-1.255, -0.959, -3.482)  -0.82
C (-3.933, 1.116, 0.807)  -0.99
C (1.920, -2.716, 0.892)  -0.07
C (2.312, 0.822, 0.305)  0.87
C (2.657, -0.543, 0.772)  0.65
C (3.234, 3.007, -0.329)  -0.43
C (3.083, 5.531, -1.435)  -0.79
C (3.861, -0.879, 1.353)  -1.10
C (-2.478, 1.273, -2.454)  -0.60
C (-0.418, -2.182, -3.144)  -0.97
C (1.926, 4.776, -1.273)  -0.58
C (-0.434, -0.695, 3.045)  1.13
C (4.310, 5.016, -1.051)  -0.66
C (-0.468, -2.928, 3.788)  -0.28
C (-0.435, -1.991, 5.034)  0.39
C (-0.541, -1.976, 2.660)  0.48
C (-2.649, 2.322, -1.363)  -1.10
C (-4.325, -0.187, 0.126)  -0.75
C (4.095, -2.202, 1.699)  -0.68
H (4.225, 1.388, 0.483)  0.06
H (3.017, 6.523, -1.861)  0.42
H (5.029, -2.488, 2.166)  0.48
H (-1.884, -4.005, -0.207)  0.36
H (-3.668, 2.709, -1.385)  0.59
H (3.254, -4.185, 1.673)  0.49
H (-5.237, -0.589, 0.567)  0.54
H (-0.747, -3.051, -3.711)  0.52
H (-3.268, 0.526, -2.422)  0.22
H (-1.982, 3.162, -1.536)  0.34
H (5.348, 3.336, -0.199)  0.43
H (-3.357, -1.882, -1.877)  0.19
H (-2.506, 1.754, -3.432)  0.64
H (-4.116, -3.080, -0.825)  0.58
H (-2.319, -1.178, -3.462)  0.37
H (0.964, 5.178, -1.570)  0.42
H (4.615, -0.135, 1.570)  0.50
H (0.633, -2.016, -3.381)  0.45
H (5.213, 5.598, -1.179)  0.42
H (-2.184, -4.133, -1.934)  0.71
H (-4.667, 1.894, 0.600)  0.55
H (-3.884, 0.996, 1.890)  0.45
H (-1.003, -0.606, -4.482)  0.57
H (1.124, -3.418, 0.717)  0.51
H (-4.486, -0.061, -0.941)  0.38

***

Entry 4:
Molecular formula: C16H8I2NO3STi
Method: DFT, the ωB97M-V functional and the def2-TZVPD basis

HOMO level   -0.427 Eh
HOMO-LUMO gap   6.65 eV
Total charge   +1

Each line ends with the Mulliken charge.
Geometry (Å):
I (5.940, -1.610, 2.146)  0.17
I (0.709, -1.813, 4.994)  0.18
Ti (-0.953, -0.978, 0.260)  0.66
S (-0.942, 1.264, 0.640)  -0.24
O (-1.520, -0.734, -1.743)  -0.56
O (-2.862, -1.013, -0.093)  -0.47
O (-0.280, -1.622, 1.841)  -0.72
N (1.040, -1.396, -0.331)  0.00
C (3.868, -1.603, 2.040)  -0.52
C (1.717, -1.687, 3.203)  -0.63
C (-4.026, 1.577, -2.042)  -0.50
C (1.795, -1.516, 0.803)  -0.32
C (-3.511, 3.773, -1.203)  -0.58
C (-2.559, -0.326, -1.144)  0.85
C (-2.493, 3.265, -0.410)  -0.63
C (3.803, -1.434, -0.487)  -0.41
C (1.062, -1.624, 2.010)  1.08
C (-3.012, 1.073, -1.250)  0.76
C (3.033, -1.338, -1.622)  -0.89
C (1.641, -1.306, -1.508)  -0.20
C (-4.274, 2.941, -2.012)  -0.54
C (3.141, -1.674, 3.195)  -0.30
C (-2.235, 1.900, -0.427)  0.47
C (3.196, -1.518, 0.781)  1.10
H (-1.909, 3.922, 0.221)  0.44
H (-3.711, 4.836, -1.186)  0.40
H (-5.064, 3.361, -2.619)  0.40
H (4.883, -1.444, -0.559)  0.25
H (1.000, -1.198, -2.373)  0.56
H (3.482, -1.272, -2.602)  0.40
H (3.650, -1.729, 4.148)  0.35
H (-4.612, 0.920, -2.670)  0.46